Formula: C40H24BrCl7N6O4Ti
Source: the OMol25 dataset
Level of theory: ωB97M-V with the def2-TZVPD basis set

Output
Orbital gap (spin up / spin down) in eV: 4.1 / 6.0
E_LUMO (spin up / spin down) in eV: 3.83 / 3.83
Expectation value of S²: 2.04
ΔE to the lowest compared entry with this formula, charge and spin in kcal/mol: 52.9

Structure (ORCA input):
```
! wB97M-V def2-TZVPD RIJCOSX def2/J DEFGRID3
* xyz -2 3
Ti -0.792 0.628 -0.557
Cl -4.850 -4.149 -3.615
C -3.410 -3.351 -3.049
C -3.525 -2.271 -2.192
C -2.393 -1.614 -1.714
N -2.429 -0.557 -0.805
C -3.442 -0.490 0.082
O -4.386 -1.264 0.240
C -3.328 0.744 0.891
C -4.296 1.089 1.818
C -4.272 2.346 2.388
C -3.306 3.236 1.922
C -2.375 2.808 1.002
N -2.311 1.556 0.532
C -1.107 -2.008 -2.143
C -1.020 -3.132 -2.977
C -2.151 -3.788 -3.423
Cl -1.957 -5.166 -4.472
N -0.004 -1.342 -1.614
C 1.130 -1.566 -2.348
O 1.150 -1.776 -3.560
C 2.454 -1.755 -1.640
C 3.280 -2.746 -2.181
C 4.480 -3.045 -1.567
C 4.841 -2.321 -0.438
C 3.972 -1.337 0.000
N 2.807 -1.053 -0.571
H -4.503 -1.948 -1.880
H -5.057 0.350 2.032
H -5.004 2.649 3.125
H -3.282 4.261 2.269
H -1.652 3.489 0.591
H -0.058 -3.504 -3.287
H 2.955 -3.254 -3.077
H 5.126 -3.823 -1.955
H 5.769 -2.508 0.084
H 4.223 -0.744 0.876
O 1.637 5.217 -1.010
C 1.033 5.352 0.205
C 0.728 6.608 0.724
C 0.138 6.726 1.973
C -0.135 5.586 2.713
C 0.167 4.337 2.186
C 0.732 4.195 0.925
C 0.968 2.813 0.287
O -0.062 2.406 -0.508
N 1.180 1.854 1.382
N 0.555 0.597 1.194
C 1.147 -0.344 1.901
C 0.760 -1.652 2.195
Br -0.948 -2.164 1.523
C 1.553 -2.459 3.014
C 1.516 -3.829 3.386
C 2.426 -4.273 4.386
C 2.471 -5.584 4.807
C 1.621 -6.539 4.249
C 0.733 -6.134 3.254
C 0.671 -4.822 2.827
H 1.739 6.081 -1.414
H 0.953 7.496 0.139
H -0.095 7.709 2.365
H -0.587 5.672 3.694
H -0.035 3.438 2.750
H 1.891 2.913 -0.310
H 2.167 1.748 1.585
H 2.081 -0.055 2.392
H 2.388 -1.908 3.443
H 3.097 -3.547 4.834
H 3.180 -5.872 5.577
H 1.654 -7.569 4.584
H 0.082 -6.870 2.794
H -0.024 -4.552 2.048
Cl -3.606 1.774 -2.537
C -2.031 1.897 -3.253
C -0.923 1.355 -2.589
C 0.305 1.616 -3.216
Cl 1.752 1.208 -2.363
C 0.433 2.266 -4.435
Cl 1.984 2.518 -5.152
C -0.706 2.741 -5.077
Cl -0.580 3.549 -6.598
C -1.941 2.587 -4.462
Cl -3.346 3.268 -5.200
*
```



Formula: C23H27B2F4LaN11O4S
Source: the OMol25 dataset
Level of theory: ωB97M-V with the def2-TZVPD basis set

Output
Orbital gap (spin up / spin down) in eV: 3.3 / 5.6
E_LUMO (spin up / spin down) in eV: -12.62 / -10.33
ΔE to the lowest compared entry with this formula, charge and spin in kcal/mol: 27.0

Structure (ORCA input):
```
! wB97M-V def2-TZVPD RIJCOSX def2/J DEFGRID3
* xyz 3 1
La 0.532 1.296 -2.160
C 2.777 -2.830 -3.263
C 1.948 -1.597 -3.310
N 1.739 -0.997 -2.183
O 2.481 -1.388 -1.026
B 2.741 -0.278 -0.100
F 2.979 -0.692 1.170
F 1.338 0.557 0.065
O 3.819 0.668 -0.566
N 3.105 1.353 -1.631
C 3.868 1.793 -2.575
C 5.303 1.841 -2.300
C 3.258 2.329 -3.783
N 1.979 2.429 -3.824
O 1.480 2.785 -5.008
B 0.120 2.281 -5.147
F -0.586 2.572 -3.773
F -0.570 3.001 -6.065
O -0.056 0.758 -5.341
N 0.463 0.026 -4.244
C 1.261 -0.986 -4.471
C 1.376 -1.713 -5.816
C 4.107 2.763 -4.964
H 2.995 -3.219 -4.248
H 2.243 -3.596 -2.690
H 3.683 -2.646 -2.716
H 6.008 1.860 -3.140
H 5.615 0.963 -1.704
H 5.468 2.708 -1.612
H 2.365 -1.885 -6.072
H 1.007 -1.045 -6.635
H 0.786 -2.647 -5.765
H 3.549 2.680 -5.930
H 4.959 2.082 -5.057
H 4.497 3.753 -5.021
N -3.075 -0.277 0.317
C -3.256 -1.344 -0.545
C -2.442 -1.145 -1.607
N -1.721 0.024 -1.384
C -2.135 0.553 -0.203
C -1.656 1.758 0.376
N -0.806 2.623 -0.316
C -0.596 3.685 0.487
C -1.304 3.584 1.652
N -1.891 2.299 1.597
H -3.488 -0.167 1.258
H -4.132 -2.074 -0.374
H -2.410 -1.825 -2.461
H 0.027 4.454 0.133
H -1.538 4.255 2.440
H -2.395 1.865 2.406
C -4.338 -4.655 4.358
N -4.109 -3.190 4.539
C -4.893 -2.090 4.051
C -4.128 -0.973 4.251
N -2.941 -1.342 4.932
C -2.980 -2.742 5.133
S -1.781 -3.652 5.871
C -1.966 -0.493 5.550
C -0.671 -0.964 5.561
C 0.202 -0.211 6.360
C -0.212 0.950 7.001
C -1.574 1.286 6.844
N -2.447 0.552 6.087
H -5.382 -4.804 4.056
H -4.035 -5.133 5.324
H -3.695 -4.980 3.523
H -5.781 -2.278 3.436
H -4.529 0.020 4.072
H -0.336 -1.782 4.967
H 1.279 -0.416 6.383
H 0.554 1.518 7.549
H -2.055 2.132 7.282
*
```



Formula: C3H8N2O2
Source: the OMol25 dataset
Level of theory: ωB97M-V with the def2-TZVPD basis set

Output
Orbital gap (spin up / spin down) in eV: 7.5 / 7.5
E_LUMO (spin up / spin down) in eV: 0.85 / 0.85
ΔE to the lowest compared entry with this formula, charge and spin in kcal/mol: 140.3

Structure (ORCA input):
```
! wB97M-V def2-TZVPD RIJCOSX def2/J DEFGRID3
* xyz 0 1
C 1.224 0.059 -0.874
C -0.194 0.000 -1.306
C -0.911 -0.082 1.104
N 1.367 -0.054 0.822
N 0.303 0.482 1.485
O -0.693 1.129 -1.870
O -1.123 -1.449 1.180
H 1.895 -0.685 -1.114
H 1.600 1.015 -1.266
H -0.700 -0.858 -1.723
H -1.848 0.451 1.212
H 1.385 -1.030 0.828
H 0.331 1.572 1.689
H -1.559 1.113 -2.291
H -1.077 -1.663 2.124
*
```



Number 1: energy -8813.1717 Ha. Number 2: energy -2674.1648 Ha. Number 3: energy -378.9174 Ha.